No. 1
A molecular structure, C19H23N6O2V in a non-equilibrium geometry, computed with wB97M-V/def2-TZVPD.

Structure (XYZ):
```
51
C19H23N6O2V | OMol25 | wB97M-V/def2-TZVPD
V 1.266 -0.037 -0.631
C -4.339 -0.938 2.601
C -5.204 0.095 2.289
C -4.715 1.384 2.179
C -3.413 1.685 2.526
C -2.558 0.655 2.920
C -3.024 -0.661 2.901
H -4.624 -1.986 2.544
H -6.252 -0.089 2.093
H -5.355 2.116 1.717
H -3.068 2.730 2.437
H -1.567 0.822 3.257
H -2.380 -1.502 3.163
N -2.829 1.242 -1.467
C -2.414 2.575 -1.325
C -1.058 2.559 -1.110
N -0.593 1.264 -1.194
C -1.713 0.477 -1.315
C -1.464 -0.955 -1.490
N -0.258 -1.439 -1.180
C -0.287 -2.833 -1.406
C -1.560 -3.151 -1.864
N -2.285 -1.987 -1.921
H -3.761 0.898 -1.733
H -3.060 3.480 -1.433
H -0.415 3.394 -0.985
H 0.520 -3.504 -1.083
H -2.041 -4.096 -2.089
H -3.253 -1.906 -2.220
C 4.930 -2.072 -1.091
C 4.120 -0.855 -1.372
C 4.405 0.507 -1.220
C 3.318 1.253 -1.766
N 2.383 0.388 -2.194
N 2.843 -0.916 -1.892
C 3.091 2.716 -1.956
H 5.994 -1.781 -1.357
H 4.533 -2.905 -1.717
H 4.826 -2.310 -0.001
H 5.324 0.914 -0.879
H 2.599 -1.544 -2.637
H 3.716 3.303 -1.237
H 2.012 2.985 -1.890
H 3.421 3.025 -3.011
C 2.159 -0.535 3.219
C 1.978 -0.334 1.693
O 1.257 0.662 1.285
O 2.439 -1.264 0.938
H 2.974 -1.203 3.526
H 1.202 -0.820 3.686
H 2.178 0.494 3.690
```

Computed properties:
total charge: +2
E: -58785.851 eV
LUMO (spin up / spin down): -7.9 / -7.1 eV
F_max: 3.8 eV Å⁻¹
frontier orbital gap (spin up / spin down): 5.8 / 6.6 eV
2S+1: 3
energy relative to the best compared isomer or geometry (same formula, charge and spin): 0.0 kcal per mole
E_HOMO (spin up / spin down): -13.71 / -13.71 eV

Atom charges from the Löwdin analysis, given in e for atoms 1 to 5: number 1, V, carries 1.202; number 2, C, carries -0.102; number 3, C, carries -0.088; number 4, C, carries -0.108; number 5, C, carries -0.099

No. 2
A gas-phase ion, CH5N4O2 (charge +1) in a non-equilibrium geometry, computed with wB97M-V/def2-TZVPD.

Structure (XYZ):
```
12
CH5N4O2 | OMol25 | wB97M-V/def2-TZVPD
N 1.249 -1.574 0.037
C 1.287 -0.252 0.133
O 2.154 0.517 0.299
N -0.041 0.294 -0.061
N -0.260 1.637 0.079
N -1.377 -0.664 0.076
O -2.326 0.237 0.050
H 0.661 -2.120 -0.491
H 2.111 -2.041 0.399
H -0.953 2.092 -0.557
H 0.707 2.139 0.036
H -3.212 -0.266 0.001
```

Computed properties:
total charge: +1
E: -11161.471 eV
LUMO (spin up / spin down): -5.7 / -6.9 eV
F_max: 5.9 eV Å⁻¹
SMILES string: NC(=O)/[N+](N)=N/O
frontier orbital gap (spin up / spin down): 9.7 / 8.3 eV
energy relative to the best compared isomer or geometry (same formula, charge and spin): 73.1 kcal per mole
E_HOMO (spin up / spin down): -15.41 / -15.24 eV

Atom charges from the Löwdin analysis, given in e for atoms 1 to 5: number 1, N, carries 0.224; number 2, C, carries -0.569; number 3, O, carries 0.180; number 4, N, carries 0.011; number 5, N, carries 0.180

No. 3
2 unconnected molecules or ions with the total composition C3H9O3 in a non-equilibrium geometry, computed with wB97M-V/def2-TZVPD.

Structure (XYZ):
```
15
C3H9O3 | OMol25 | wB97M-V/def2-TZVPD
C -0.857 -0.734 0.684
C 0.408 -0.517 -0.116
O 0.804 1.122 -0.446
C -2.084 -0.117 -0.187
O -3.300 -0.172 0.386
H -0.872 -0.142 1.604
H -1.101 -1.771 0.904
H 1.275 -0.552 0.532
H 0.604 -0.992 -1.069
H 0.219 1.084 0.328
H -1.969 0.947 -0.464
H -1.960 -0.848 -1.026
H 3.605 1.376 -0.299
H 2.126 0.741 -0.710
O 3.102 0.576 -0.121
```

Computed properties:
total charge: -1
E: -9396.137 eV
LUMO: 3.7 eV
F_max: 4.4 eV Å⁻¹
frontier orbital gap: 6.3 eV
energy relative to the best compared isomer or geometry (same formula, charge and spin): 82.8 kcal per mole
E_HOMO: -2.54 eV

Atom charges from the Löwdin analysis, given in e for atoms 1 to 5: number 1, C, carries -0.197; number 2, C, carries -0.105; number 3, O, carries -0.176; number 4, C, carries -0.539; number 5, O, carries -0.389

No. 4
9 unconnected molecules or ions with the total composition C45H95F6O25 in a non-equilibrium geometry, computed with wB97M-V/def2-TZVPD.

Structure (XYZ):
```
171
C45H95F6O25 | OMol25 | wB97M-V/def2-TZVPD
O 14.070 -19.606 9.010
C 14.563 -20.404 8.063
O 13.880 -21.081 7.316
O 15.796 -20.410 7.845
H 14.893 -19.199 9.291
C 6.931 -18.617 3.571
O 6.503 -18.567 2.177
C 6.501 -17.339 1.618
C 7.938 -16.780 1.227
O 8.797 -16.609 2.351
C 8.520 -15.399 3.159
C 9.423 -15.340 4.394
O 10.730 -15.004 3.968
C 11.666 -15.300 5.013
H 6.805 -19.665 3.843
H 6.326 -18.030 4.262
H 8.001 -18.417 3.633
H 5.995 -16.607 2.247
H 5.806 -17.357 0.778
H 7.974 -15.939 0.534
H 8.445 -17.537 0.629
H 7.498 -15.183 3.470
H 8.838 -14.627 2.458
H 9.494 -16.307 4.893
H 8.971 -14.610 5.065
H 11.710 -16.359 5.270
H 11.422 -14.682 5.877
H 12.616 -14.974 4.591
C 3.324 -24.166 15.025
O 3.801 -22.936 14.505
C 2.787 -22.271 13.765
C 3.159 -20.822 13.336
O 4.243 -20.544 12.419
C 5.528 -20.815 12.935
C 6.575 -20.362 11.908
O 6.755 -18.980 12.104
C 7.930 -18.497 11.440
H 2.871 -24.746 14.221
H 2.708 -24.103 15.921
H 4.234 -24.695 15.311
H 1.920 -22.152 14.416
H 2.559 -22.874 12.886
H 3.179 -20.144 14.189
H 2.273 -20.509 12.783
H 5.814 -21.841 13.165
H 5.588 -20.308 13.898
H 6.195 -20.650 10.928
H 7.504 -20.908 12.071
H 7.973 -18.581 10.354
H 8.785 -19.004 11.888
H 7.963 -17.414 11.561
C 9.734 -25.471 10.346
O 8.624 -25.967 11.128
C 8.999 -26.861 12.146
C 7.848 -27.630 12.761
O 7.306 -28.510 11.824
C 6.122 -29.194 12.195
C 5.448 -29.688 10.877
O 5.935 -30.949 10.380
C 7.314 -31.181 10.245
H 10.089 -24.548 10.806
H 9.207 -25.240 9.420
H 10.531 -26.209 10.264
H 9.453 -26.198 12.882
H 9.748 -27.604 11.874
H 7.064 -26.963 13.120
H 8.187 -28.216 13.616
H 5.439 -28.626 12.828
H 6.467 -29.976 12.872
H 5.408 -28.936 10.089
H 4.409 -29.851 11.162
H 7.520 -32.075 9.656
H 7.893 -31.264 11.165
H 7.726 -30.288 9.775
C 18.775 -19.252 1.690
O 17.936 -19.601 2.758
C 16.976 -18.526 3.072
C 15.656 -18.530 2.232
O 14.876 -19.741 2.311
C 13.545 -19.564 1.860
C 13.005 -20.879 1.341
O 13.012 -21.920 2.331
C 11.790 -21.941 3.074
H 19.524 -18.527 2.011
H 18.281 -18.677 0.906
H 19.325 -20.124 1.337
H 17.430 -17.550 2.904
H 16.777 -18.504 4.143
H 15.877 -18.341 1.181
H 15.021 -17.721 2.594
H 13.396 -18.810 1.087
H 12.905 -19.288 2.698
H 13.545 -21.270 0.479
H 12.030 -20.739 0.876
H 11.851 -22.773 3.775
H 10.924 -22.143 2.443
H 11.587 -21.075 3.703
C 20.738 -25.874 13.572
O 20.607 -24.555 13.107
C 21.717 -23.738 13.418
C 21.390 -22.220 13.053
O 21.251 -22.115 11.592
C 20.836 -20.843 11.113
C 21.225 -20.630 9.643
O 22.604 -20.588 9.453
C 22.997 -20.114 8.194
H 19.751 -26.337 13.578
H 21.190 -26.007 14.554
H 21.382 -26.475 12.931
H 22.616 -23.993 12.857
H 21.997 -23.792 14.470
H 22.225 -21.637 13.440
H 20.407 -21.989 13.463
H 21.278 -20.015 11.668
H 19.776 -20.643 11.274
H 20.758 -19.711 9.290
H 20.691 -21.367 9.043
H 24.081 -20.213 8.251
H 22.758 -19.066 8.014
H 22.641 -20.714 7.356
C 14.359 -27.319 5.218
O 15.268 -26.454 5.877
C 15.640 -26.982 7.187
C 16.613 -26.137 7.950
O 17.793 -25.973 7.174
C 18.907 -25.397 7.834
C 20.112 -25.412 6.921
O 19.887 -24.533 5.884
C 20.654 -24.785 4.697
H 13.489 -27.696 5.755
H 14.922 -28.198 4.904
H 14.110 -26.869 4.256
H 16.188 -27.912 7.037
H 14.695 -27.163 7.699
H 16.850 -26.502 8.949
H 16.188 -25.154 8.154
H 19.176 -25.876 8.776
H 18.703 -24.370 8.136
H 20.351 -26.411 6.556
H 20.994 -24.975 7.389
H 20.341 -24.138 3.878
H 20.543 -25.812 4.347
H 21.697 -24.630 4.972
C 14.283 -23.018 14.634
C 14.264 -21.530 14.326
O 13.082 -20.858 14.727
C 13.014 -20.228 15.978
O 13.936 -20.238 16.833
C 11.627 -19.498 16.136
F 11.314 -19.519 17.430
F 11.659 -18.249 15.640
F 10.700 -20.159 15.434
H 13.365 -23.507 14.309
H 14.577 -23.258 15.656
H 15.074 -23.373 13.975
H 14.336 -21.394 13.247
H 15.171 -21.133 14.783
C 19.536 -13.537 7.261
C 18.928 -14.502 8.206
O 17.981 -13.857 9.112
C 17.286 -14.636 9.960
O 17.422 -15.870 10.154
C 16.074 -13.850 10.542
F 16.236 -12.542 10.327
F 14.895 -14.270 10.057
F 16.082 -14.003 11.882
H 20.253 -14.011 6.591
H 20.111 -12.825 7.854
H 18.912 -12.879 6.656
H 19.702 -14.908 8.856
H 18.426 -15.218 7.555
```

Computed properties:
total charge: -1
E: -115685.148 eV
LUMO: 1.8 eV
F_max: 5.0 eV Å⁻¹
frontier orbital gap: 5.1 eV
energy relative to the best compared isomer or geometry (same formula, charge and spin): 80.5 kcal per mole
E_HOMO: -3.31 eV

Atom charges from the Löwdin analysis, given in e for atoms 1 to 5: number 1, O, carries 0.046; number 2, C, carries -0.959; number 3, O, carries -0.053; number 4, O, carries -0.107; number 5, H, carries 0.079

No. 5
C4H7NO in the gas phase, computed with wB97M-V/def2-TZVPD.

Structure (XYZ):
```
13
C4H7NO | OMol25 | wB97M-V/def2-TZVPD
C -1.741 -0.320 -0.042
N -1.309 1.023 0.346
C -0.533 0.278 -0.641
C 0.800 -0.379 -0.436
C 1.885 0.179 0.370
O 1.076 -0.889 0.856
H -1.536 -1.101 0.689
H -2.683 -0.377 -0.572
H -1.035 0.899 1.311
H -0.654 0.688 -1.642
H 1.074 -1.050 -1.257
H 2.919 -0.087 0.149
H 1.738 1.136 0.868
```

Computed properties:
E: -7796.534 eV
LUMO: 1.2 eV
F_max: 0.9 eV Å⁻¹
SMILES string: C1N[C@H]1[C@H]1CO1
frontier orbital gap: 10.8 eV
energy relative to the best compared isomer or geometry (same formula, charge and spin): 71.7 kcal per mole
E_HOMO: -9.62 eV

Atom charges from the Löwdin analysis, given in e for atoms 1 to 5: number 1, C, carries -0.146; number 2, N, carries 0.033; number 3, C, carries -0.276; number 4, C, carries -0.271; number 5, C, carries -0.103